11
Properties=species:S:1:pos:R:3:lowdin_charge:R:1 method="wB97M-V/def2-TZVPD" orbital_gap_ev="7.238 / 7.531" s_squared=12.00 homo_energy_ev="-11.1 / -11.5" total_charge=+1 spin_multiplicity=7 lumo_ev="-3.9 / -4.0"
O 0.48 0.67 0.68 -0.003
C -0.98 0.56 0.45 -0.276
C -1.12 -0.75 -0.17 -0.020
O 0.34 -0.64 -1.04 0.073
C 1.13 -0.08 -0.18 -0.657
O 2.30 -0.44 -0.01 -0.187
Mn 3.93 0.41 0.32 0.947
H -1.52 0.78 1.37 0.080
H -1.89 -1.01 -0.91 0.118
H -1.14 -1.62 0.50 0.123
Li -1.53 2.11 -1.00 0.803

11
Properties=species:S:1:pos:R:3:lowdin_charge:R:1 method="wB97M-V/def2-TZVPD" orbital_gap_ev="4.977 / 4.685" s_squared=12.01 homo_energy_ev="-6.3 / -6.2" spin_multiplicity=7 lumo_ev="-1.3 / -1.5"
O 0.42 1.76 -2.47 -0.503
C 1.40 1.70 -1.76 -0.607
C 1.71 0.44 -1.13 -0.247
Li -0.87 2.90 -2.68 0.702
Sm -0.58 -0.10 -1.52 1.374
H 2.27 1.31 -2.32 0.073
H 2.62 -0.13 -1.30 -0.013
O -2.27 -2.94 -1.82 -0.052
C -2.39 -1.73 -2.37 -0.693
O -3.17 -1.57 -3.30 -0.107
H -2.92 -3.48 -2.28 0.072

9
Properties=species:S:1:pos:R:3:lowdin_charge:R:1 method="wB97M-V/def2-TZVPD" orbital_gap_ev="4.704 / 4.703" homo_energy_ev="-11.9 / -11.9" total_charge=+1 lumo_ev="-7.2 / -7.2"
O -0.81 0.56 0.20 -0.351
C 1.88 -0.17 -0.84 0.065
O 2.66 -0.99 -0.91 0.181
Mg 0.93 0.98 0.91 1.200
C -1.92 -0.17 0.26 -0.383
C -3.14 0.25 -0.09 0.044
H -1.75 -1.24 0.46 0.109
H -3.98 -0.44 -0.04 0.066
H -3.37 1.31 -0.24 0.069

9
Properties=species:S:1:pos:R:3:lowdin_charge:R:1 method="wB97M-V/def2-TZVPD" orbital_gap_ev="5.924 / 8.714" s_squared=0.75 homo_energy_ev="-9.8 / -12.8" total_charge=+1 spin_multiplicity=2 lumo_ev="-3.8 / -4.0"
C 1.18 0.18 0.82 -0.164
O 1.51 1.29 0.29 -0.188
Rb 0.77 1.74 -2.29 0.976
H 1.93 -0.39 1.41 0.119
Mg -2.82 -1.47 -0.31 0.740
C -0.16 -0.65 0.38 -0.223
C -1.20 -0.05 -0.32 -0.328
H 0.19 -1.68 0.16 0.070
H -1.41 1.02 -0.14 -0.003

8
Properties=species:S:1:pos:R:3:lowdin_charge:R:1 method="wB97M-V/def2-TZVPD" orbital_gap_ev="6.721 / 7.438" homo_energy_ev="-14.9 / -15.3" total_charge=+1 lumo_ev="-8.2 / -7.9"
C -1.41 -1.30 0.08 0.078
C -2.00 -0.13 -0.06 -0.063
C 0.51 0.05 0.02 0.248
N -0.03 -1.13 -0.04 0.041
N -1.51 0.98 -0.02 0.279
H 1.64 0.20 0.05 0.136
H 0.44 -1.94 0.12 0.120
H -1.52 1.84 0.53 0.161

9
Properties=species:S:1:pos:R:3:lowdin_charge:R:1 method="wB97M-V/def2-TZVPD" orbital_gap_ev=10.448 homo_energy_ev=-15.3 total_charge=+1 smiles="C1[NH+]=C2N=C2O1" lumo_ev=-4.9
C 0.13 -0.95 -0.26 -0.029
N -0.15 -0.12 0.92 0.152
C -0.23 1.23 0.62 0.009
N -0.18 2.25 -0.24 0.318
C 0.04 1.18 -0.93 -0.137
O 0.22 0.02 -1.34 0.192
H 1.08 -1.49 -0.17 0.160
H -0.68 -1.65 -0.47 0.160
H -0.24 -0.49 1.86 0.176

9
Properties=species:S:1:pos:R:3:lowdin_charge:R:1 method="wB97M-V/def2-TZVPD" orbital_gap_ev="8.559 / 7.099" s_squared=2.01 homo_energy_ev="-14.4 / -16.8" total_charge=+1 spin_multiplicity=3 lumo_ev="-5.9 / -9.7"
C 0.45 1.36 0.01 0.114
C 0.55 -1.20 0.00 -0.055
C -0.99 0.73 0.01 0.015
N 1.70 -0.60 -0.02 0.227
N 1.42 0.69 -0.01 0.103
O -0.63 -0.67 0.04 0.094
H 0.57 -2.29 0.00 0.182
H -1.57 1.01 0.89 0.159
H -1.52 0.97 -0.92 0.160

10
Properties=species:S:1:pos:R:3:lowdin_charge:R:1 method="wB97M-V/def2-TZVPD" orbital_gap_ev=9.944 homo_energy_ev=-16.0 total_charge=+1 lumo_ev=-6.1
C -0.63 -0.16 0.80 -0.124
C -1.65 1.92 -2.40 -0.389
C 1.35 0.42 -0.33 0.135
N -1.70 -0.44 1.13 0.387
N 0.56 0.09 0.52 0.140
O -2.12 2.83 -2.88 0.288
O -0.97 1.17 -1.83 0.155
H 1.00 0.74 -1.38 0.130
H 2.39 0.63 -0.11 0.125
H -2.61 -0.68 1.44 0.153